[1]
# C30H66NO6PS

A 2-piece molecular cluster, C30H66NO6PS overall (the ωB97M-V functional and the def2-TZVPD basis, the OMol25 dataset).

Last column: Mulliken charge in e.
CARTESIAN COORDINATES (ANGSTROEM)
C 10.27 1.66 -0.47  -0.987
C 9.30 0.36 -0.12  -0.429
C 8.12 0.80 0.97  -0.483
C 6.79 -0.16 0.90  -0.572
C 5.48 0.56 0.18  -0.714
C 4.90 1.86 1.00  0.434
C 3.81 1.42 2.18  -0.766
C 2.28 1.96 1.76  0.372
C 1.17 1.20 2.70  -1.149
C -0.39 1.75 2.45  0.382
C -0.52 3.36 2.71  -0.801
C -0.15 4.31 1.43  0.157
C 0.52 5.72 2.02  -0.629
C 1.14 6.48 0.67  -0.607
C 2.65 5.89 0.40  0.384
C 3.41 6.61 -0.87  -0.716
C 2.55 6.60 -2.27  -0.341
O 3.07 5.50 -3.12  -0.440
C 2.63 4.19 -2.63  -0.076
O -0.76 1.30 1.10  -0.303
C -2.15 1.63 0.75  -0.067
C -3.29 0.97 1.73  -0.205
N -3.01 -0.48 2.13  -0.502
S -5.07 1.22 1.10  -0.257
C -2.34 1.11 -0.83  0.319
C -1.26 1.92 -1.82  -0.775
C -2.17 -0.51 -1.01  -0.606
C -3.62 -1.15 -1.54  -0.860
H 10.64 2.15 0.55  0.234
H 9.60 2.47 -1.03  0.266
H 11.22 1.37 -1.10  0.320
H 10.01 -0.47 0.32  0.275
H 8.83 -0.08 -1.11  0.277
H 7.90 1.95 0.83  0.305
H 8.60 0.63 2.05  0.190
H 7.07 -1.07 0.18  0.319
H 6.51 -0.65 1.95  0.303
H 4.64 -0.26 0.03  0.302
H 5.86 0.95 -0.86  0.289
H 5.82 2.47 1.45  0.304
H 4.32 2.55 0.24  -0.508
H 4.17 2.00 3.16  0.230
H 3.82 0.24 2.35  0.305
H 2.15 1.80 0.61  0.216
H 2.32 3.13 1.99  -0.201
H 1.27 0.04 2.54  0.367
H 1.42 1.47 3.82  0.269
H -1.02 1.22 3.32  0.119
H 0.23 3.62 3.60  0.365
H -1.61 3.54 3.16  0.251
H 0.54 3.81 0.62  -0.370
H -1.15 4.64 0.86  0.414
H 1.35 5.50 2.83  0.304
H -0.32 6.39 2.47  0.324
H 0.40 6.18 -0.21  0.199
H 1.08 7.65 0.77  0.331
H 3.26 6.00 1.42  0.281
H 2.55 4.74 0.12  -0.528
H 4.42 6.00 -1.03  0.313
H 3.75 7.71 -0.58  0.374
H 1.40 6.44 -2.14  0.262
H 2.68 7.66 -2.80  0.245
H 3.30 3.74 -1.77  -0.029
H 2.56 3.48 -3.58  0.281
H 1.52 4.26 -2.19  0.035
H -2.37 2.79 0.71  0.047
H -3.24 1.59 2.75  0.354
H -3.77 -1.02 1.63  0.227
H -3.22 -0.54 3.17  0.292
H -5.09 2.08 -0.01  0.151
H -3.41 1.39 -1.26  0.281
H -1.87 2.39 -2.74  0.250
H -0.70 2.75 -1.21  -0.113
H -0.46 1.22 -2.29  0.296
H -1.72 -1.07 -0.09  0.219
H -1.41 -0.71 -1.92  0.331
H -3.60 -2.32 -1.58  0.155
H -4.54 -0.78 -0.92  0.208
H -3.75 -0.72 -2.64  0.315
O -4.22 -5.95 -1.70  -0.707
P -5.29 -7.04 -1.48  1.048
O -6.57 -6.07 -1.88  -0.350
C -6.86 -5.90 -3.26  -0.320
C -7.42 -7.17 -3.88  -0.946
O -5.38 -6.79 0.17  -0.383
C -4.23 -6.27 0.85  -0.447
C -4.27 -4.75 0.92  -1.035
O -6.49 -8.27 -1.23  -0.251
C -5.96 -9.58 -1.07  -0.329
C -5.11 -9.73 0.18  -0.971
H -5.96 -5.57 -3.79  0.269
H -7.60 -5.10 -3.34  0.334
H -6.66 -7.96 -3.88  0.224
H -7.73 -6.99 -4.91  0.409
H -8.27 -7.53 -3.30  0.227
H -3.31 -6.62 0.38  0.385
H -4.23 -6.68 1.87  0.394
H -4.58 -4.28 -0.01  0.239
H -3.29 -4.35 1.21  0.348
H -5.00 -4.42 1.68  0.303
H -5.39 -9.85 -1.96  0.299
H -6.82 -10.26 -1.01  0.348
H -4.18 -9.17 0.08  0.250
H -4.85 -10.78 0.35  0.424
H -5.63 -9.34 1.06  0.228

Values from the calculation:
LUMO energy   -1.925 eV
HOMO energy   -8.943 eV
SMILES string   CCCCCCCCC[C@@H](CCCCCCCOC)O[C@H]([C@H](N)S)[C@@H](C)CC.CCOP(=O)(OCC)OCC
Multiplicity   1
HOMO-LUMO gap   7.02 eV

=====

[2]
# C41H23CuF15GeN4SSi

C41H23CuF15GeN4SSi as an isolated structure (the ωB97M-V functional and the def2-TZVPD basis, the OMol25 dataset).

Last column: Mulliken spin population.
CARTESIAN COORDINATES (ANGSTROEM)
Cu 1.09 -0.67 -0.49  0.379
C 4.74 -0.59 -2.13  0.005
N 4.04 -1.33 -1.11  -0.006
C 4.16 -2.76 -1.33  0.001
C 4.47 -0.99 0.24  0.026
C 3.43 -1.19 1.33  0.045
C 3.89 -1.66 2.57  0.017
C 3.04 -1.79 3.67  -0.019
C 1.71 -1.43 3.54  0.014
C 1.24 -0.96 2.31  -0.039
C 2.07 -0.83 1.17  0.273
H 5.82 -0.82 -2.15  0.001
H 4.62 0.48 -1.97  -0.002
H 4.33 -0.83 -3.11  -0.001
H 5.22 -3.06 -1.41  0.000
H 3.65 -3.04 -2.26  0.000
H 3.70 -3.30 -0.51  0.000
H 4.76 0.06 0.25  -0.004
H 5.37 -1.57 0.50  -0.002
H 4.94 -1.95 2.67  0.002
H 3.43 -2.17 4.61  -0.001
H 1.03 -1.52 4.39  0.001
H 0.20 -0.65 2.25  0.005
F -4.37 1.50 0.66  0.000
C -3.68 0.57 1.33  0.002
C -2.81 -0.29 0.69  -0.005
C -2.25 -1.27 1.49  0.002
F -1.50 -2.21 0.93  0.002
C -2.45 -1.35 2.85  0.000
F -1.87 -2.28 3.58  0.000
C -3.29 -0.45 3.45  -0.001
F -3.52 -0.51 4.75  0.000
C -3.93 0.50 2.69  0.001
F -4.78 1.34 3.27  0.000
Ge -2.51 -0.48 -1.28  -0.016
S -0.57 -0.28 -2.11  0.085
C -3.64 0.89 -2.19  0.008
C -3.35 2.22 -1.94  0.004
F -2.49 2.53 -0.98  0.001
C -3.92 3.27 -2.64  0.001
F -3.62 4.53 -2.35  0.000
C -4.81 2.99 -3.65  0.002
F -5.36 3.98 -4.33  0.000
C -5.10 1.69 -3.96  0.000
F -5.96 1.43 -4.95  0.000
C -4.51 0.67 -3.24  0.008
F -4.83 -0.58 -3.62  0.001
C -3.54 -2.19 -1.51  0.010
C -3.01 -3.36 -2.02  -0.010
F -1.74 -3.43 -2.38  -0.001
C -3.77 -4.51 -2.18  0.000
F -3.25 -5.61 -2.69  0.000
C -5.09 -4.50 -1.82  0.000
F -5.83 -5.59 -1.97  0.000
C -5.66 -3.36 -1.30  0.000
F -6.94 -3.36 -0.96  0.000
C -4.88 -2.23 -1.16  -0.004
F -5.48 -1.14 -0.67  0.000
C 5.73 3.77 0.11  0.025
C 5.19 3.03 1.16  -0.015
C 3.95 2.42 1.02  0.013
C 3.20 2.52 -0.16  0.005
C 3.76 3.28 -1.20  0.020
C 5.00 3.89 -1.07  -0.009
Si 1.47 1.72 -0.35  0.044
C 0.54 2.63 1.05  -0.014
C -0.34 3.68 0.74  0.010
C -1.05 4.36 1.73  0.000
C -0.89 4.01 3.07  0.012
C 0.00 3.00 3.40  -0.010
C 0.70 2.32 2.41  0.027
H 6.69 4.26 0.21  0.004
H 5.75 2.93 2.08  -0.001
H 3.56 1.84 1.86  0.008
H 3.20 3.39 -2.13  0.002
H 5.40 4.48 -1.90  -0.001
H 1.00 2.49 -1.56  0.059
H -0.48 3.96 -0.30  0.000
H -1.74 5.15 1.45  0.000
H -1.45 4.53 3.84  0.002
H 0.15 2.73 4.45  0.000
H 1.37 1.52 2.70  0.009
N -0.38 -6.99 -1.62  0.000
C 0.23 -6.05 -1.30  0.000
N 0.99 -5.06 -0.92  0.002
C 0.91 -3.77 -0.83  -0.002
N 0.92 -2.61 -0.73  0.025

Values from the calculation:
LUMO energy (alpha / beta)   3.936 / 3.935 eV
HOMO energy (alpha / beta)   -0.587 / -2.918 eV
Multiplicity   2
Total charge   -2
HOMO-LUMO gap (alpha / beta)   4.52 / 6.85 eV

=====

[3]
# C7H12N

A 2-piece molecular cluster, C7H12N overall (the ωB97M-V functional and the def2-TZVPD basis, the OMol25 dataset).

Last column: natural (NBO) charge in e.
CARTESIAN COORDINATES (ANGSTROEM)
C 3.18 -0.95 -0.58  -0.157
C 2.22 -0.96 0.28  -0.415
C -2.74 -0.99 -0.49  -0.460
C -3.15 0.46 -0.13  -0.421
C -0.99 -0.13 1.33  -0.432
C 1.59 0.18 0.83  0.256
C -1.92 -0.10 0.37  0.052
N 1.56 1.49 0.04  -0.810
H 3.81 -1.82 -0.55  0.252
H 3.27 -0.01 -1.09  0.165
H 2.15 -1.82 0.82  0.238
H -3.39 -1.75 -0.16  0.237
H -2.63 -0.98 -1.57  0.234
H -3.16 1.14 -0.86  0.223
H -3.83 0.49 0.60  0.229
H -0.52 -1.12 1.64  0.238
H -0.87 0.71 1.84  0.198
H 0.58 1.37 -0.19  0.487
H 2.25 1.44 -0.81  0.418
H 1.89 2.13 0.74  0.469

Values from the calculation:
LUMO energy (alpha / beta)   -5.719 / -5.758 eV
HOMO energy (alpha / beta)   -12.818 / -12.846 eV
Multiplicity   1
Total charge   +1
HOMO-LUMO gap (alpha / beta)   7.10 / 7.09 eV

=====

[4]
# C4H8O

C4H8O as an isolated structure (the ωB97M-V functional and the def2-TZVPD basis, the OMol25 dataset).

Last column: natural (NBO) charge in e.
CARTESIAN COORDINATES (ANGSTROEM)
O 1.40 -0.62 1.29  -0.603
C 1.55 0.33 0.49  0.153
C -0.12 0.62 -0.70  -0.305
C -1.33 0.49 0.18  -0.430
C -0.86 -0.50 -0.82  -0.126
H 0.33 -1.61 0.69  0.174
H 2.23 0.22 -0.38  0.132
H 1.41 1.36 0.84  0.148
H 0.29 1.34 -1.38  0.246
H -1.14 0.26 1.23  0.206
H -2.25 1.04 -0.01  0.202
H -0.27 -1.70 0.14  -0.042
H -1.24 -1.20 -1.55  0.244

Values from the calculation:
LUMO energy   0.271 eV
HOMO energy   -9.370 eV
Multiplicity   1
HOMO-LUMO gap   9.64 eV